1.
# H6O3

A 3-piece molecular cluster, H6O3 overall at a distorted geometry (ωB97M-V with the def2-TZVPD basis set, the Open Molecules 2025 dataset).

Energy above the lowest of the compared OMol25 structures with the same formula, charge and spin ... 4.68 kcal/mol
Lowest unoccupied orbital energy (alpha / beta) ... 4.36 / 4.36 eV
HOMO energy (alpha / beta) ... 0.860 / -7.128 eV
⟨S²⟩ ... 0.7504
Net charge ... -1
Gap between HOMO and LUMO (alpha / beta) ... 0.12850 / 0.42214 hartree
2S+1 ... 2
Total energy ... -229.27753 a.u.

Last column: Mulliken charge in e.
CARTESIAN COORDINATES (ANGSTROEM)
1 O -15.617 -15.539 10.133  -1.10
2 H -15.689 -14.775 10.706  0.39
3 H -15.913 -16.272 10.673  0.48
4 O -12.413 -15.604 10.927  -1.17
5 H -13.273 -15.893 10.623  0.43
6 H -12.535 -15.429 11.860  0.51
7 O -17.654 -13.289 12.636  -1.99
8 H -17.344 -13.193 13.536  0.74
9 H -17.150 -12.644 12.139  0.69


2.
# H6O3

A 3-piece molecular cluster, H6O3 overall (ωB97M-V with the def2-TZVPD basis set, the Open Molecules 2025 dataset).

Energy above the lowest of the compared OMol25 structures with the same formula, charge and spin ... 15.78 kcal/mol
Lowest unoccupied orbital energy ... -0.05 eV
HOMO energy ... -11.700 eV
Net charge ... 0
SMILES string ... O.O.O
Gap between HOMO and LUMO ... 0.42810 hartree
2S+1 ... 1
Total energy ... -229.29993 a.u.

Last column: Mulliken charge in e.
CARTESIAN COORDINATES (ANGSTROEM)
1 H -3.249 -0.670 0.675  0.32
2 H -2.173 -1.076 -0.320  0.31
3 H 2.934 -0.943 -0.105  0.33
4 H 1.836 -1.990 -0.196  0.31
5 H 0.075 3.314 -0.063  0.32
6 H 0.224 1.850 0.319  0.31
7 O -3.117 -1.162 -0.144  -0.63
8 O 2.783 -1.893 -0.044  -0.63
9 O 0.687 2.571 -0.123  -0.63


3.
# H6O3

A 3-piece molecular cluster, H6O3 overall at a distorted geometry (ωB97M-V with the def2-TZVPD basis set, the Open Molecules 2025 dataset).

Energy above the lowest of the compared OMol25 structures with the same formula, charge and spin ... 31.64 kcal/mol
Lowest unoccupied orbital energy ... 0.60 eV
HOMO energy ... -10.623 eV
Net charge ... 0
SMILES string ... O.O.O
Gap between HOMO and LUMO ... 0.41229 hartree
2S+1 ... 1
Total energy ... -229.27465 a.u.

Last column: Mulliken charge in e.
CARTESIAN COORDINATES (ANGSTROEM)
1 O 0.338 2.285 0.456  -0.67
2 H -0.511 2.681 0.644  0.32
3 H 0.471 2.067 1.365  0.32
4 O -0.559 -2.465 0.403  -0.62
5 H 0.006 -1.783 0.134  0.40
6 H -1.184 -2.556 -0.240  0.27
7 O 0.271 -0.265 -0.716  -0.60
8 H 0.435 0.508 -0.484  0.26
9 H 0.733 -0.470 -1.560  0.33


4.
# H6O3

A 3-piece molecular cluster, H6O3 overall at a distorted geometry (ωB97M-V with the def2-TZVPD basis set, the Open Molecules 2025 dataset).

Energy above the lowest of the compared OMol25 structures with the same formula, charge and spin ... 32.77 kcal/mol
Lowest unoccupied orbital energy ... 0.13 eV
HOMO energy ... -9.666 eV
Net charge ... 0
SMILES string ... O.O.O
Gap between HOMO and LUMO ... 0.36002 hartree
2S+1 ... 1
Total energy ... -229.27286 a.u.

Last column: Mulliken charge in e.
CARTESIAN COORDINATES (ANGSTROEM)
1 O 1.165 -1.383 -0.911  -0.66
2 H 1.830 -1.796 -0.360  0.35
3 H 0.415 -1.975 -0.868  0.33
4 O -0.504 2.066 1.140  -0.73
5 H -0.948 2.676 0.551  0.27
6 H -0.505 1.233 0.668  0.46
7 O -0.451 0.112 -0.021  -0.68
8 H -1.240 -0.425 0.056  0.29
9 H 0.239 -0.508 -0.255  0.38


5.
# H6O3

A 3-piece molecular cluster, H6O3 overall at a distorted geometry (ωB97M-V with the def2-TZVPD basis set, the Open Molecules 2025 dataset).

Energy above the lowest of the compared OMol25 structures with the same formula, charge and spin ... 26.44 kcal/mol
Lowest unoccupied orbital energy ... 0.76 eV
HOMO energy ... -10.910 eV
Net charge ... 0
SMILES string ... O.O.O
Gap between HOMO and LUMO ... 0.42877 hartree
2S+1 ... 1
Total energy ... -229.28294 a.u.

Last column: Mulliken charge in e.
CARTESIAN COORDINATES (ANGSTROEM)
1 H 2.294 -1.525 0.630  0.31
2 H 2.476 -1.381 -0.930  0.32
3 H -2.951 0.184 -0.002  0.31
4 H -2.746 -1.122 0.378  0.30
5 H 1.021 1.969 0.587  0.28
6 H -0.303 1.740 -0.039  0.31
7 O 1.885 -1.182 -0.145  -0.62
8 O -2.350 -0.566 -0.241  -0.60
9 O 0.673 1.882 -0.238  -0.60


6.
# H6O3

A 3-piece molecular cluster, H6O3 overall (ωB97M-V with the def2-TZVPD basis set, the Open Molecules 2025 dataset).

Energy above the lowest of the compared OMol25 structures with the same formula, charge and spin ... 11.79 kcal/mol
Lowest unoccupied orbital energy ... 0.63 eV
HOMO energy ... -10.995 eV
Net charge ... 0
SMILES string ... O.O.O
Gap between HOMO and LUMO ... 0.42722 hartree
2S+1 ... 1
Total energy ... -229.30629 a.u.

Last column: Mulliken charge in e.
CARTESIAN COORDINATES (ANGSTROEM)
1 O -30.174 -9.022 -20.583  -0.63
2 H -30.313 -9.922 -20.877  0.31
3 H -30.951 -8.549 -20.883  0.32
4 O -25.687 -12.625 -22.345  -0.68
5 H -24.937 -12.444 -22.912  0.31
6 H -25.305 -13.019 -21.561  0.31
7 O -28.367 -12.933 -21.521  -0.64
8 H -28.874 -12.292 -22.020  0.31
9 H -27.479 -12.862 -21.872  0.38